1.
The following is a DFT calculation (ωB97M-V/def2-TZVPD) of a 2-piece molecular cluster, C2Cl2NS2 overall in a non-equilibrium geometry.

HOMO energy (alpha / beta) (eV): -12.8948 / -11.7550
Electronic energy (Eh): -1847.2187
Energy above the lowest of the compared OMol25 structures with the same formula, charge and spin (eV): 2.826
Frontier orbital gap (alpha / beta) (eV): 5.0 / 3.2
Charge: +1

```
7
Properties=species:S:1:pos:R:3:forces:R:3
Cl 2.0197 -0.0304 2.3070 0.192 1.108 -1.136
Cl 4.1224 0.4855 0.3880 -1.401 0.692 0.235
S -3.5153 -1.4547 -2.0788 -0.113 -0.674 -0.414
S -3.1740 0.1176 -1.0958 -0.319 0.745 0.227
N -1.5864 0.0511 -0.5466 0.945 -0.153 0.506
C -0.5298 0.0141 -0.0403 -0.354 0.133 -0.296
C 2.6636 0.8169 1.0663 1.050 -1.849 0.877
```
Forces are in eV/Å.

natural (NBO) atomic charges, in units of e: 0.407 0.382 -0.038 0.536 -0.734 0.249 0.198



2.
The following is a DFT calculation (ωB97M-V/def2-TZVPD) of C4H13NO as an isolated structure in a non-equilibrium geometry.

HOMO energy (eV): -7.9324
Electronic energy (Eh): -290.0111
Energy above the lowest of the compared OMol25 structures with the same formula, charge and spin (eV): 5.058
Frontier orbital gap (eV): 8.0

```
19
Properties=species:S:1:pos:R:3:forces:R:3
O 2.4158 -1.5582 -0.3537 0.153 -0.320 -0.414
N -0.1776 -0.3794 -0.3814 -0.265 1.323 0.061
C 0.0747 0.2792 0.9486 0.103 -1.031 3.378
C -1.0660 0.5745 -0.5637 1.405 -1.088 -2.308
C 1.4073 -0.0994 1.6728 -0.051 0.602 -0.207
C -2.4400 0.5094 -0.0440 -0.881 -0.959 2.163
H 0.0984 1.3852 1.0295 -0.062 -0.034 -0.535
H -0.1518 0.2831 -3.8064 -0.239 0.080 -0.203
H 2.6319 -1.9822 -1.1885 0.096 -0.074 -0.014
H 1.4182 0.4131 2.6352 -0.209 0.480 -0.092
H -0.6944 -0.0382 1.6693 -0.116 0.259 -0.114
H -2.7296 1.2477 0.7159 0.422 0.157 -0.196
H -2.4741 -0.4794 0.4329 -0.021 0.237 0.295
H -0.7197 1.3655 -1.2500 -0.749 0.394 -0.047
H 2.2278 0.2775 1.0688 0.249 -0.334 0.220
H 0.4307 0.1179 -3.3915 0.234 -0.077 0.221
H 1.5493 -1.1353 1.9728 -0.221 -0.195 -0.790
H -3.3096 0.4502 -0.6730 0.203 0.457 -1.322
H 1.5086 -1.2313 -0.4935 -0.053 0.123 -0.095
```
Forces are in eV/Å.

Here are the natural (NBO) charges for atoms 1 to 8, given in e: -0.978 -0.690 -0.271 0.379 -0.578 -0.746 0.175 -0.015